1.
Here is C28H37ClN4P2Sn as an isolated structure in a non-equilibrium geometry from the Open Molecules 2025 dataset. Energies are from the ωB97M-V functional and the def2-TZVPD basis.

Last column: Löwdin charge in e.
Atoms and positions in Å:
Sn1 -0.872 -2.429 -0.858  1.044
C1 4.395 1.100 -1.284  -0.126
C2 4.022 1.356 -0.026  -0.144
C3 3.480 2.677 0.407  -0.181
C4 2.520 3.401 -0.593  -0.176
C5 1.592 2.509 -1.381  -0.114
C6 1.910 2.024 -2.586  -0.083
C7 3.231 2.413 -3.197  -0.186
C8 4.519 2.108 -2.374  -0.185
C9 -3.193 -2.494 -1.040  -0.420
H1 4.756 0.126 -1.605  0.088
H2 4.322 0.683 0.796  0.111
H3 4.333 3.356 0.604  0.120
H4 2.946 2.574 1.364  0.100
H5 1.894 4.109 -0.007  0.116
H6 3.145 4.014 -1.267  0.099
H7 0.595 2.457 -0.948  0.066
H8 1.195 1.505 -3.219  0.104
H9 3.239 3.494 -3.409  0.114
H10 3.357 1.906 -4.157  0.101
H11 5.258 1.695 -3.088  0.111
H12 4.956 3.047 -1.995  0.111
H13 -3.401 -3.561 -1.078  -0.037
H14 -3.585 -1.989 -1.928  -0.043
H15 -3.707 -2.089 -0.153  -0.053
P1 -2.334 0.084 -0.251  0.956
P2 -0.238 -1.554 1.774  0.989
N1 -2.438 0.739 -1.903  -0.217
N2 -3.738 0.875 0.435  -0.235
N3 1.333 -1.981 1.051  -0.257
N4 0.312 -2.031 3.377  -0.244
C10 -0.944 0.978 0.480  -0.399
C11 -0.278 0.300 1.731  -0.341
C12 -2.456 -0.039 -3.068  -0.177
C13 -2.502 0.790 -4.165  -0.096
C14 -2.529 2.138 -3.682  -0.094
C15 -2.479 2.081 -2.296  -0.133
C16 -5.053 0.523 0.077  -0.125
C17 -5.934 1.216 0.891  -0.087
C18 -5.149 2.037 1.776  -0.091
C19 -3.819 1.801 1.479  -0.144
C20 1.384 -3.078 0.106  -0.367
C21 2.440 -2.810 -0.786  -0.092
C22 3.043 -1.612 -0.381  -0.070
C23 2.324 -1.094 0.694  -0.135
C24 1.589 -1.988 3.963  -0.128
C25 1.563 -2.731 5.133  -0.089
C26 0.235 -3.278 5.272  -0.090
C27 -0.514 -2.809 4.208  -0.163
H16 -1.301 1.984 0.764  0.070
H17 -0.198 1.101 -0.322  0.045
H18 0.748 0.690 1.873  0.065
H19 -0.868 0.543 2.638  0.086
H20 -2.413 -1.117 -3.015  0.046
H21 -2.492 0.462 -5.202  0.095
H22 -2.574 3.032 -4.290  0.091
H23 -2.452 2.867 -1.553  0.106
H24 -5.230 -0.226 -0.682  0.103
H25 -7.012 1.146 0.870  0.092
H26 -5.526 2.695 2.540  0.089
H27 -2.913 2.180 1.937  0.091
H28 1.111 -4.076 0.434  0.081
H29 2.704 -3.402 -1.654  0.108
H30 3.915 -1.163 -0.804  0.057
H31 2.460 -0.182 1.254  0.080
H32 2.385 -1.421 3.499  0.095
H33 2.383 -2.876 5.822  0.090
H34 -0.110 -3.927 6.057  0.088
H35 -1.545 -2.973 3.945  0.048
Cl1 -2.490 -3.972 1.722  0.503
C28 -1.270 -4.253 0.502  -0.820
H36 -0.404 -4.693 1.014  -0.016
H37 -1.633 -4.972 -0.242  -0.001

Results
gap between HOMO and LUMO: 6.23 eV
highest occupied orbital energy: -7.02 eV
relative energy (zero: lowest compared OMol25 entry of this formula, charge and spin): 84.4 kJ/mol
M: 645.744 g mol⁻¹
lowest unoccupied orbital energy: -0.789 eV

***

2.
Here is C3H7NO as an isolated structure in a non-equilibrium geometry from the Open Molecules 2025 dataset. Energies are from the ωB97M-V functional and the def2-TZVPD basis.

Last column: Löwdin charge in e.
Atoms and positions in Å:
C1 -0.194 -0.516 0.327  -0.192
C2 1.136 -0.806 0.916  -0.057
C3 -1.031 1.209 -0.615  0.079
N1 -0.397 -0.484 -1.001  -0.247
O1 0.575 -0.576 -1.787  -0.138
H1 -1.092 -0.581 0.927  0.118
H2 1.202 -0.445 1.942  0.077
H3 1.315 -1.886 0.924  0.093
H4 1.916 -0.367 0.290  0.080
H5 -0.490 1.835 0.091  0.061
H6 -2.081 1.091 -0.378  0.062
H7 -0.858 1.528 -1.635  0.065

Results
gap between HOMO and LUMO (alpha / beta): 8.54 / 8.54 eV
highest occupied orbital energy (alpha / beta): -8.09 / -8.09 eV
relative energy (zero: lowest compared OMol25 entry of this formula, charge and spin): 512.6 kJ/mol
M: 73.095 g mol⁻¹
lowest unoccupied orbital energy (alpha / beta): 0.451 / 0.451 eV

***

3.
Here is a 10-piece molecular cluster, C28H78F3N12O12S overall in a non-equilibrium geometry from the Open Molecules 2025 dataset. Energies are from the ωB97M-V functional and the def2-TZVPD basis.

Last column: Löwdin charge in e.
Atoms and positions in Å:
C1 -4.225 -23.194 -3.439  -0.666
F1 -4.133 -23.125 -2.130  0.159
F2 -3.497 -22.250 -4.040  0.119
F3 -3.804 -24.367 -3.904  0.121
S1 -6.010 -23.026 -3.969  0.549
O1 -6.510 -21.823 -3.332  -0.328
O2 -5.941 -22.990 -5.414  -0.315
O3 -6.567 -24.265 -3.414  -0.347
C2 -5.955 -19.312 -0.549  -0.665
O4 -6.015 -18.821 0.571  0.008
N1 -6.166 -20.638 -0.799  0.172
N2 -5.679 -18.585 -1.686  0.159
H1 -6.689 -21.059 -0.041  0.082
H2 -6.326 -20.977 -1.746  0.038
H3 -5.314 -17.655 -1.655  0.094
H4 -5.745 -19.093 -2.548  0.080
C3 -8.342 -27.164 -4.584  -0.678
O5 -8.778 -28.263 -4.883  0.012
N3 -9.001 -25.976 -4.728  0.163
N4 -7.060 -26.979 -4.096  0.154
H5 -10.001 -25.914 -4.710  0.102
H6 -8.503 -25.113 -4.602  0.067
H7 -6.717 -26.071 -3.811  0.037
H8 -6.549 -27.838 -4.000  0.085
C4 -6.666 -20.708 -7.907  -0.693
O6 -6.998 -20.007 -8.869  -0.018
N5 -5.842 -20.272 -6.934  0.168
N6 -7.077 -22.003 -7.790  0.158
H9 -5.535 -19.319 -6.954  0.100
H10 -5.542 -20.877 -6.188  0.068
H11 -7.808 -22.321 -8.396  0.101
H12 -6.735 -22.585 -7.029  0.039
C5 -5.139 -27.072 -1.140  -0.055
C6 -3.905 -27.382 -0.295  -0.413
C7 -2.606 -27.251 -1.101  -0.202
O7 -2.333 -25.878 -1.317  -0.191
C8 -1.355 -25.679 -2.301  -0.110
N7 -3.861 -26.499 0.886  0.038
H13 -4.976 -26.164 -1.720  0.070
H14 -6.058 -27.051 -0.560  0.073
H15 -5.218 -27.937 -1.806  0.072
H16 -3.978 -28.386 0.131  0.134
H17 -2.657 -27.769 -2.069  0.105
H18 -1.756 -27.710 -0.577  0.124
H19 -0.416 -26.249 -2.214  0.093
H20 -1.156 -24.611 -2.323  0.074
H21 -1.687 -26.062 -3.278  0.065
H22 -3.118 -26.790 1.513  0.066
H23 -3.602 -25.573 0.555  0.064
C9 -0.482 -22.036 -3.583  -0.075
C10 -0.135 -20.563 -3.764  -0.442
C11 -1.359 -19.673 -3.678  -0.209
O8 -1.005 -18.319 -3.904  -0.192
C12 -1.213 -17.864 -5.215  -0.118
N8 0.887 -20.169 -2.786  0.035
H24 0.374 -22.697 -3.725  0.081
H25 -1.104 -22.314 -4.438  0.073
H26 -1.004 -22.160 -2.636  0.077
H27 0.342 -20.404 -4.739  0.134
H28 -1.821 -19.768 -2.692  0.135
H29 -2.089 -19.985 -4.435  0.117
H30 -0.619 -16.960 -5.354  0.086
H31 -2.262 -17.560 -5.332  0.086
H32 -0.959 -18.575 -6.006  0.088
H33 0.839 -20.703 -1.924  0.063
H34 0.737 -19.211 -2.481  0.062
C13 -9.352 -24.290 0.861  -0.076
C14 -8.524 -23.768 -0.280  -0.417
C15 -7.038 -23.735 0.043  -0.194
O9 -6.879 -22.829 1.139  -0.205
C16 -5.546 -22.601 1.485  -0.141
N9 -8.773 -24.700 -1.432  0.057
H35 -8.992 -25.246 1.256  0.082
H36 -10.419 -24.373 0.660  0.076
H37 -9.298 -23.601 1.712  0.076
H38 -8.832 -22.760 -0.568  0.133
H39 -6.422 -23.459 -0.817  0.098
H40 -6.689 -24.714 0.405  0.123
H41 -4.865 -22.475 0.631  0.075
H42 -5.145 -23.397 2.126  0.086
H43 -5.424 -21.646 2.005  0.089
H44 -8.154 -24.432 -2.197  0.016
H45 -8.404 -25.565 -1.038  0.060
C17 -9.641 -20.611 -5.232  -0.064
C18 -9.075 -19.835 -4.050  -0.428
C19 -9.733 -18.501 -3.770  -0.227
O10 -8.893 -17.735 -2.946  -0.176
C20 -9.156 -16.361 -3.048  -0.123
N10 -9.133 -20.718 -2.859  0.048
H46 -9.672 -20.013 -6.150  0.075
H47 -10.672 -20.921 -5.042  0.076
H48 -9.097 -21.518 -5.496  0.062
H49 -8.006 -19.670 -4.241  0.123
H50 -10.759 -18.619 -3.396  0.135
H51 -9.903 -18.028 -4.750  0.119
H52 -8.376 -15.805 -2.529  0.084
H53 -10.073 -16.046 -2.528  0.085
H54 -9.258 -16.044 -4.090  0.084
H55 -8.285 -21.288 -2.828  0.017
H56 -8.980 -20.113 -2.050  0.064
C21 -5.406 -25.086 -12.133  -0.081
C22 -5.029 -25.871 -10.904  -0.427
C23 -5.768 -25.372 -9.666  -0.222
O11 -5.433 -26.196 -8.573  -0.212
C24 -6.264 -25.912 -7.456  -0.096
N11 -5.406 -27.312 -11.106  0.032
H57 -6.449 -25.303 -12.368  0.079
H58 -4.793 -25.240 -13.020  0.071
H59 -5.355 -24.011 -11.921  0.077
H60 -3.952 -25.874 -10.705  0.134
H61 -6.846 -25.383 -9.884  0.131
H62 -5.531 -24.320 -9.459  0.128
H63 -7.324 -25.786 -7.687  0.097
H64 -5.917 -24.957 -7.038  0.073
H65 -6.094 -26.636 -6.664  0.061
H66 -4.575 -27.805 -11.422  0.063
H67 -5.495 -27.670 -10.154  0.056
C25 -3.177 -26.446 -5.971  -0.062
C26 -2.716 -27.868 -6.297  -0.415
C27 -1.832 -28.430 -5.190  -0.241
O12 -1.519 -29.782 -5.422  -0.165
C28 -0.326 -30.170 -4.796  -0.126
N12 -3.858 -28.793 -6.457  0.062
H68 -3.670 -26.072 -6.867  0.063
H69 -2.279 -25.842 -5.799  0.079
H70 -3.846 -26.354 -5.118  0.068
H71 -2.067 -27.857 -7.178  0.140
H72 -2.396 -28.287 -4.253  0.108
H73 -0.933 -27.809 -5.097  0.119
H74 -0.474 -30.363 -3.730  0.087
H75 0.524 -29.512 -5.008  0.085
H76 0.014 -31.111 -5.242  0.084
H77 -4.245 -28.876 -5.514  0.070
H78 -4.617 -28.292 -6.918  0.049

Results
gap between HOMO and LUMO: 9.03 eV
highest occupied orbital energy: -6.96 eV
relative energy (zero: lowest compared OMol25 entry of this formula, charge and spin): 0.0 kJ/mol
M: 864.065 g mol⁻¹
lowest unoccupied orbital energy: 2.071 eV
total charge: -1

***

4.
Here is C46H54BBrCl2N9O5RbS2 as an isolated structure in a non-equilibrium geometry from the Open Molecules 2025 dataset. Energies are from the ωB97M-V functional and the def2-TZVPD basis.

Last column: Löwdin charge in e.
Atoms and positions in Å:
Rb1 -0.207 -0.835 -0.217  0.855
O1 -4.134 0.640 2.437  -0.086
C1 -4.366 1.818 2.873  -0.380
C2 -5.359 2.072 3.855  -0.039
C3 -5.620 3.337 4.318  -0.147
C4 -4.927 4.437 3.825  -0.155
C5 -3.955 4.233 2.858  -0.076
C6 -3.665 2.968 2.390  -0.114
C7 -2.556 2.756 1.387  -0.333
O2 -2.737 1.625 0.606  -0.063
N1 -1.309 2.657 2.155  0.034
N2 -0.199 3.188 1.743  0.026
C8 0.894 3.071 2.411  -0.262
C9 2.116 3.620 1.927  -0.664
Br1 2.006 4.429 0.205  0.784
C10 3.274 3.652 2.610  -0.130
C11 4.560 4.178 2.165  -0.259
C12 5.239 5.110 2.952  -0.049
C13 6.460 5.621 2.560  -0.109
C14 7.052 5.188 1.384  -0.116
C15 6.396 4.254 0.598  -0.090
C16 5.161 3.761 0.977  -0.068
H1 -3.268 0.982 1.221  0.065
H2 -5.910 1.219 4.230  0.097
H3 -6.387 3.484 5.072  0.083
H4 -5.145 5.434 4.187  0.072
H5 -3.406 5.080 2.458  0.105
H6 -2.421 3.622 0.720  0.156
H7 -1.318 2.009 2.943  0.141
H8 0.954 2.512 3.349  0.124
H9 3.256 3.275 3.626  0.120
H10 4.782 5.445 3.872  0.108
H11 6.947 6.367 3.175  0.092
H12 8.010 5.584 1.080  0.089
H13 6.855 3.899 -0.315  0.098
H14 4.661 3.027 0.365  0.091
C17 -2.430 -0.223 -3.783  -0.041
C18 -3.177 -0.596 -2.544  -0.370
C19 -4.422 -0.142 -2.090  0.003
C20 -4.638 -0.823 -0.905  -0.282
C21 -5.773 -0.709 0.047  -0.014
N3 -3.583 -1.635 -0.709  0.020
N4 -2.696 -1.495 -1.698  0.059
B1 -3.469 -2.768 0.330  -0.537
N5 -2.924 -2.283 1.677  0.021
N6 -1.853 -1.492 1.788  -0.022
C22 -1.624 -1.306 3.078  -0.397
C23 -0.485 -0.499 3.606  -0.059
C24 -2.578 -1.998 3.833  -0.003
C25 -3.393 -2.606 2.900  -0.284
C26 -4.576 -3.476 3.161  -0.034
N7 -2.524 -3.822 -0.288  0.000
N8 -1.203 -3.793 -0.145  0.067
C27 -0.692 -4.756 -0.896  -0.365
C28 0.778 -4.993 -0.987  -0.048
C29 -1.725 -5.441 -1.549  -0.006
C30 -2.881 -4.800 -1.143  -0.295
C31 -4.285 -5.072 -1.564  -0.035
H15 -3.014 -0.467 -4.673  0.071
H16 -1.490 -0.771 -3.823  0.063
H17 -2.225 0.847 -3.800  0.075
H18 -5.067 0.583 -2.548  0.095
H19 -6.486 0.027 -0.319  0.077
H20 -5.395 -0.393 1.019  0.062
H21 -6.280 -1.664 0.185  0.070
H22 -4.548 -3.262 0.489  0.112
H23 -0.011 0.067 2.807  0.033
H24 0.275 -1.149 4.048  0.061
H25 -0.834 0.178 4.390  0.079
H26 -2.669 -2.026 4.904  0.098
H27 -4.679 -3.642 4.233  0.070
H28 -4.462 -4.437 2.662  0.073
H29 -5.486 -3.007 2.791  0.074
H30 1.312 -4.100 -0.670  0.040
H31 1.050 -5.232 -2.015  0.068
H32 1.089 -5.825 -0.351  0.073
H33 -1.647 -6.269 -2.230  0.091
H34 -4.296 -5.884 -2.288  0.067
H35 -4.727 -4.192 -2.031  0.078
H36 -4.914 -5.353 -0.719  0.071
O3 -0.662 1.821 -1.313  -0.134
H37 -0.769 1.020 -1.839  -0.052
H38 -1.413 1.782 -0.696  -0.014
Cl1 1.003 -3.279 2.163  0.612
C32 2.718 -2.880 2.069  -1.028
Cl2 3.708 -4.318 1.793  0.473
H39 3.051 -2.443 3.008  0.026
H40 2.855 -2.186 1.223  -0.050
O4 2.385 0.382 2.205  -0.531
S1 2.423 0.538 0.737  0.695
N9 2.512 -0.755 0.018  -0.623
O5 1.203 -0.326 -2.275  -0.685
S2 2.648 -0.277 -2.091  0.833
C33 3.268 -2.025 -2.313  -0.238
C34 2.766 -2.722 -3.517  -0.266
C35 1.397 -2.882 -3.719  -0.039
C36 0.917 -3.494 -4.862  -0.061
C37 1.796 -3.999 -5.803  -0.101
C38 3.159 -3.884 -5.593  -0.112
C39 3.640 -3.241 -4.468  -0.068
C40 3.272 0.385 -3.826  -0.239
C41 2.623 -0.040 -5.069  -0.281
C42 3.340 -0.647 -6.099  -0.070
C43 2.721 -1.005 -7.280  -0.113
C44 1.365 -0.786 -7.446  -0.116
C45 0.635 -0.199 -6.424  -0.087
C46 1.257 0.180 -5.253  -0.041
H41 2.925 -2.506 -1.402  0.062
H42 4.353 -1.943 -2.293  0.097
H43 0.701 -2.497 -2.991  0.106
H44 -0.150 -3.580 -5.014  0.111
H45 1.432 -4.480 -6.701  0.096
H46 3.857 -4.288 -6.314  0.096
H47 4.710 -3.158 -4.324  0.110
H48 4.342 0.187 -3.823  0.078
H49 3.100 1.446 -3.637  0.083
H50 4.400 -0.832 -5.971  0.108
H51 3.294 -1.461 -8.079  0.096
H52 0.885 -1.072 -8.371  0.089
H53 -0.426 -0.028 -6.546  0.098
H54 0.694 0.624 -4.448  0.103

Results
gap between HOMO and LUMO: 5.93 eV
highest occupied orbital energy: -2.39 eV
relative energy (zero: lowest compared OMol25 entry of this formula, charge and spin): 147.7 kJ/mol
M: 1124.220 g mol⁻¹
lowest unoccupied orbital energy: 3.545 eV
total charge: -2

***

5.
Here is a 2-piece molecular cluster, CH6O overall in a non-equilibrium geometry from the Open Molecules 2025 dataset. Energies are from the ωB97M-V functional and the def2-TZVPD basis.

Last column: Löwdin charge in e.
Atoms and positions in Å:
C1 0.402 1.208 0.745  -0.060
H1 -0.439 0.690 1.230  0.018
H2 1.221 1.335 1.468  0.014
H3 0.756 0.613 -0.109  0.008
H4 0.069 2.195 0.392  0.015
O1 -0.840 -1.859 -0.913  -0.090
H5 -1.225 -1.923 -1.817  0.048
H6 0.056 -2.258 -0.996  0.048

Results
gap between HOMO and LUMO: 12.49 eV
highest occupied orbital energy: -11.59 eV
relative energy (zero: lowest compared OMol25 entry of this formula, charge and spin): 1.5 kJ/mol
SMILES: C.O
M: 34.058 g mol⁻¹
lowest unoccupied orbital energy: 0.897 eV

***

Q: What is the relative energy (zero: lowest compared OMol25 entry of this formula, charge and spin) in the third record?
A: 0.0 kJ/mol

***

Q: Which of these has the lowest relative energy (zero: lowest compared OMol25 entry of this formula, charge and spin)?
A: C28H78F3N12O12S

***

Q: Which of these has the highest M?
A: C46H54BBrCl2N9O5RbS2

***

Q: What is the formula in the third record?
A: C28H78F3N12O12S